ORCA calculation (the ωB97M-V functional and the def2-TZVPD basis) on a cluster of 2 separate species, C2HCl3OS in total at a distorted geometry.

Last column: Löwdin charge in e.
Geometry (Å):
Cl (1.963, -0.543, -1.441)  0.660
Cl (-1.674, -2.251, -0.210)  0.201
Cl (0.454, 2.812, -1.239)  0.547
S (-0.209, -1.701, 1.063)  0.509
O (-0.872, -1.129, 2.200)  -0.577
C (0.787, 0.183, -0.491)  -0.783
C (0.061, 1.266, -0.438)  -0.652
H (-0.510, 1.363, 0.555)  0.093

Results
LUMO level (alpha / beta) = -1.458 / -1.475 eV
Spin multiplicity = 1
Net charge = 0
HOMO energy (alpha / beta) = -0.341 / -0.344 hartree
Relative energy (zero: lowest compared OMol25 entry of this formula, charge and spin) = 2.7100 eV



ORCA calculation (the ωB97M-V functional and the def2-TZVPD basis) on a cluster of 2 separate species, C2HCl3OS in total at a distorted geometry.

Last column: Löwdin charge in e.
Geometry (Å):
Cl (0.918, 0.503, 1.809)  0.574
Cl (-0.644, 2.417, 0.293)  0.510
Cl (-1.922, 0.387, 2.003)  0.614
S (0.382, -0.199, -1.875)  0.789
O (1.110, -0.977, -2.876)  -0.561
C (-0.584, 0.818, 1.086)  -1.663
C (0.235, -1.101, -0.601)  -0.296
H (0.506, -1.848, 0.160)  0.034

Results
LUMO level (alpha / beta) = -1.323 / -1.244 eV
Spin multiplicity = 1
Net charge = 0
HOMO energy (alpha / beta) = -0.357 / -0.338 hartree
Relative energy (zero: lowest compared OMol25 entry of this formula, charge and spin) = 4.7284 eV



ORCA calculation (the ωB97M-V functional and the def2-TZVPD basis) on the molecule C2HClF2S at a distorted geometry.

Last column: Löwdin charge in e.
Geometry (Å):
Cl (-1.616, -1.245, -0.240)  0.628
S (-0.694, 1.467, 0.551)  0.933
F (-1.947, 1.723, -0.569)  -0.487
F (1.735, -1.600, -0.067)  0.031
C (-0.230, -0.198, 0.111)  -0.934
C (1.045, -0.445, 0.140)  -0.241
H (1.706, 0.297, 0.074)  0.070

Results
LUMO level = -0.390 eV
Spin multiplicity = 1
Net charge = 0
SMILES string = F/C=C(\Cl)SF
HOMO energy = -0.356 hartree
Relative energy (zero: lowest compared OMol25 entry of this formula, charge and spin) = 1.4241 eV



ORCA calculation (the ωB97M-V functional and the def2-TZVPD basis) on a cluster of 2 separate species, C2HClF2S in total at a distorted geometry.

Last column: Löwdin charge in e.
Geometry (Å):
Cl (-1.243, -1.983, -1.104)  0.271
S (-0.877, 1.182, -1.684)  0.778
F (0.827, 1.738, 1.731)  0.101
F (1.189, -0.287, 0.965)  0.084
C (-0.035, 1.036, -0.398)  -0.606
C (0.679, 0.915, 0.668)  -0.436
H (-0.540, -2.602, -0.177)  -0.192

Results
LUMO level = -1.279 eV
Spin multiplicity = 1
Net charge = 0
SMILES string = FC(F)=C=S.Cl
HOMO energy = -0.323 hartree
Relative energy (zero: lowest compared OMol25 entry of this formula, charge and spin) = 1.7140 eV



no.,calculated total energy (Ha)
1,-1930.6852
2,-1930.6111
3,-1134.8421
4,-1134.8314